# 1
70
Properties=species:S:1:pos:R:3:lowdin_charge:R:1 method="wB97M-V/def2-TZVPD" gap_ev="4.6 / 6.0" spin_multiplicity=4 homo_energy_ha="-0.67621 / -0.67508" relative_energy_kcal_mol=0.00 max_force_ev_per_a=1.0 total_charge=+4
Mn 0.99 2.32 2.00 1.05
F -3.29 -2.29 -0.15 0.11
C -2.02 -2.14 -0.53 -0.16
C -1.33 -1.11 0.00 0.09
C 0.01 -0.87 -0.38 -0.06
C 0.81 0.18 0.16 -0.17
O 0.21 0.98 1.08 -0.08
C 2.12 0.32 -0.24 -0.02
C 2.63 -0.58 -1.18 0.10
N 1.91 -1.54 -1.72 0.06
C 2.54 -2.47 -2.67 -0.23
C 3.54 -1.94 -3.65 -0.05
C 2.19 -2.38 -4.13 -0.06
C 0.58 -1.74 -1.34 -0.08
C -0.15 -2.80 -1.88 0.08
C -1.47 -3.06 -1.50 -0.09
N -2.18 -4.11 -2.00 -0.03
C -3.45 -4.61 -1.41 -0.09
C -3.81 -5.98 -1.96 -0.07
N -3.93 -5.92 -3.45 0.09
C -2.71 -5.29 -4.10 -0.04
C -1.64 -4.96 -3.06 -0.12
C 3.06 1.35 0.24 -0.43
O 4.20 1.47 -0.06 0.23
O 2.50 2.26 1.13 -0.08
H -1.83 -0.48 0.72 0.14
H 3.66 -0.50 -1.49 0.17
H 2.71 -3.44 -2.22 0.17
H 4.40 -2.57 -3.84 0.13
H 3.75 -0.88 -3.68 0.12
H 2.11 -3.31 -4.67 0.12
H 1.51 -1.59 -4.43 0.12
H 0.36 -3.44 -2.57 0.10
H -4.26 -3.91 -1.59 0.14
H -3.34 -4.74 -0.33 0.15
H -4.78 -6.29 -1.56 0.16
H -3.08 -6.74 -1.72 0.15
H -4.77 -5.40 -3.71 0.19
H -4.08 -6.87 -3.82 0.20
H -3.05 -4.40 -4.62 0.15
H -2.32 -5.99 -4.83 0.15
H -0.86 -4.45 -3.61 0.12
H -1.20 -5.87 -2.65 0.15
N 1.63 1.17 3.64 0.12
C 0.79 1.99 4.51 -0.30
C 0.78 2.08 5.88 0.06
C -0.13 2.99 6.41 0.05
C -0.96 3.75 5.58 0.03
C -0.86 3.60 4.21 -0.03
N 0.01 2.71 3.70 0.01
H 2.62 1.18 3.90 0.16
H 1.32 0.21 3.61 0.15
H 1.44 1.49 6.50 0.15
H -0.20 3.11 7.49 0.15
H -1.67 4.45 5.99 0.14
H -1.45 4.17 3.51 0.14
S -1.20 5.33 -0.39 1.24
C -0.77 3.81 0.16 -0.39
N 0.23 3.79 1.03 -0.09
C 0.73 5.07 1.30 -0.29
C 1.81 5.40 2.12 -0.02
C 2.13 6.73 2.24 -0.01
C 1.42 7.72 1.55 -0.01
C 0.37 7.41 0.71 -0.02
C 0.03 6.06 0.60 -0.42
H -1.28 2.91 -0.16 0.10
H 2.41 4.65 2.63 0.11
H 2.97 7.02 2.86 0.13
H 1.71 8.76 1.66 0.14
H -0.16 8.17 0.16 0.14

---

# 2
71
Properties=species:S:1:pos:R:3:lowdin_charge:R:1 method="wB97M-V/def2-TZVPD" gap_ev=6.7 homo_energy_ha=-0.17328 relative_energy_kcal_mol=31.40 max_force_ev_per_a=1.5 total_charge=-1
Zn 1.00 -0.40 -0.31 0.81
C -0.02 -1.62 3.73 -0.03
C 0.60 -0.97 2.54 -0.26
N 0.19 -1.22 1.35 -0.05
N -0.79 -2.12 1.15 0.07
C -0.61 -2.68 -0.06 -0.46
O 0.40 -2.50 -0.78 -0.04
C -1.67 -3.62 -0.50 -0.14
C -2.57 -4.20 0.39 -0.04
C -3.54 -5.08 -0.06 -0.10
C -3.63 -5.38 -1.41 -0.11
C -2.74 -4.80 -2.31 -0.08
C -1.76 -3.92 -1.86 -0.02
C 1.78 -0.09 2.62 -0.22
C 2.39 0.33 3.80 -0.02
C 3.51 1.15 3.73 -0.07
C 3.96 1.59 2.49 -0.06
C 3.30 1.13 1.36 -0.11
N 2.26 0.30 1.44 0.07
H -1.11 -1.52 3.67 0.08
H 0.33 -1.20 4.67 0.06
H 0.18 -2.69 3.72 0.09
H -2.49 -3.94 1.44 0.10
H -4.23 -5.53 0.65 0.09
H -4.39 -6.06 -1.76 0.09
H -2.83 -5.01 -3.37 0.10
H -1.09 -3.42 -2.54 0.11
H 2.01 0.02 4.76 0.10
H 4.00 1.48 4.63 0.10
H 4.80 2.27 2.39 0.10
H 3.50 1.50 0.36 0.10
N -0.72 1.12 -3.23 0.03
C -1.66 0.21 -3.12 -0.77
O -1.52 -0.98 -2.75 -0.07
C -3.11 0.57 -3.53 -0.57
I -3.93 2.25 -2.46 0.63
H 0.84 0.87 -2.33 -0.04
H -1.12 2.00 -3.55 -0.01
H -3.77 -0.26 -3.31 0.03
H -3.17 0.86 -4.57 0.03
C 6.06 1.72 -0.85 -0.06
C 5.21 2.92 -1.18 -0.29
C 4.00 2.77 -1.85 -0.04
C 3.21 3.88 -2.16 0.00
C 3.60 5.14 -1.76 -0.25
N 2.84 6.31 -2.04 0.13
C 1.50 6.37 -2.38 -0.55
O 1.09 7.21 -3.17 0.04
N 0.65 5.47 -1.79 0.14
C 0.84 4.79 -0.56 -0.23
C 1.29 5.46 0.57 -0.01
C 1.46 4.73 1.74 -0.06
C 1.14 3.38 1.73 -0.15
N 0.72 2.74 0.64 0.09
C 0.57 3.43 -0.48 -0.07
C 4.80 5.30 -1.07 -0.04
C 5.60 4.20 -0.80 -0.06
H 5.58 0.80 -1.18 0.08
H 6.23 1.64 0.23 0.07
H 7.04 1.79 -1.33 0.08
H 3.61 1.79 -2.11 0.10
H 2.28 3.73 -2.69 0.12
H 3.34 7.06 -2.49 0.14
H -0.29 5.55 -2.15 0.16
H 1.52 6.52 0.53 0.12
H 1.81 5.20 2.65 0.10
H 1.30 2.73 2.59 0.09
H 0.26 2.87 -1.36 0.10
H 5.10 6.29 -0.74 0.11
H 6.53 4.34 -0.27 0.11
O 1.55 0.76 -1.59 -0.44

---

# 3
69
Properties=species:S:1:pos:R:3:lowdin_charge:R:1 method="wB97M-V/def2-TZVPD" gap_ev=7.6 smiles="COC(=O)C1=C(C(=O)OC)[C@@H]2N(C)c3ccccc3[C@@]23C[C@@H](C(=O)OC)N(C(=O)COCc2ccccc2)C3=N1" homo_energy_ha=-0.28910 relative_energy_kcal_mol=68.81 max_force_ev_per_a=1.2
C 2.72 3.90 -2.44 -0.03
H 3.46 4.57 -2.00 0.10
H 1.81 4.45 -2.69 0.10
H 3.11 3.44 -3.35 0.10
O 2.45 2.91 -1.46 -0.02
C 1.59 1.96 -1.82 -0.46
O 1.03 1.91 -2.88 0.14
C 1.36 0.98 -0.70 -0.08
C 2.31 0.14 -0.25 0.02
C 3.71 0.28 -0.69 -0.47
O 4.66 0.21 0.05 0.12
O 3.80 0.53 -2.00 -0.04
C 5.11 0.77 -2.50 -0.03
H 5.79 -0.04 -2.21 0.10
H 5.50 1.71 -2.09 0.10
H 5.02 0.83 -3.58 0.10
C 2.01 -0.91 0.82 -0.11
N 2.35 -2.25 0.37 -0.07
C 1.25 -2.81 -0.22 -0.18
C 1.16 -3.94 -1.02 -0.01
C -0.09 -4.35 -1.45 -0.08
C -1.23 -3.65 -1.10 -0.09
C -1.15 -2.52 -0.30 -0.02
C 0.09 -2.11 0.13 -0.08
C 0.49 -0.99 1.07 -0.21
C -0.23 0.30 0.77 -0.17
N 0.12 1.14 -0.12 0.21
N -1.31 0.42 1.59 0.13
C -2.27 1.42 1.70 -0.35
O -3.25 1.21 2.36 0.14
C -1.95 2.78 1.09 -0.11
O -2.83 3.20 0.08 -0.11
C -2.54 2.68 -1.21 -0.16
C -2.96 1.25 -1.43 -0.20
C -4.10 0.76 -0.81 -0.04
C -4.53 -0.53 -1.07 -0.07
C -3.83 -1.33 -1.96 -0.11
C -2.68 -0.84 -2.57 -0.09
C -2.24 0.44 -2.30 -0.03
H -1.35 0.82 -2.77 0.10
H -2.13 -1.46 -3.26 0.11
H -4.18 -2.33 -2.19 0.10
H -5.41 -0.91 -0.58 0.10
H -4.65 1.39 -0.12 0.12
H -1.47 2.79 -1.43 0.11
H -3.11 3.33 -1.89 0.14
H -0.91 2.81 0.74 0.11
H -2.10 3.50 1.90 0.15
C -1.39 -0.71 2.52 -0.13
C -1.79 -0.24 3.92 -0.49
O -2.50 -0.86 4.66 0.15
O -1.16 0.89 4.25 -0.04
C -1.48 1.43 5.52 -0.03
H -1.35 0.68 6.30 0.10
H -0.81 2.27 5.67 0.09
H -2.52 1.77 5.52 0.10
H -2.15 -1.43 2.19 0.16
C 0.02 -1.30 2.50 0.00
H 0.03 -2.36 2.72 0.15
H 0.65 -0.78 3.22 0.14
H -2.04 -1.97 -0.04 0.10
H -2.20 -3.98 -1.45 0.10
H -0.17 -5.23 -2.07 0.10
H 2.05 -4.50 -1.30 0.10
C 3.69 -2.64 0.04 -0.04
H 3.95 -2.41 -1.00 0.10
H 3.79 -3.71 0.19 0.09
H 4.39 -2.12 0.70 0.09
H 2.60 -0.68 1.72 0.17